Here is C33H24BrCl5CrN5O4SSe as an isolated structure from OMol25. Energies are from the ωB97M-V functional and the def2-TZVPD basis.

The calculation puts the strongest force on any atom at 19.712 eV/Å. Its relative energy (zero: lowest compared OMol25 entry of this formula, charge and spin) is 2640.3 kJ/mol. Its HOMO-LUMO gap (spin up / spin down) is 5.89 / 6.37 eV.

```
! RIJCOSX wB97M-V def2-TZVPD def2/J DEFGRID3
* xyz -1 5
Cr -0.408 0.861 -0.419
Cl 1.559 3.162 -0.754
C 1.028 4.384 -0.239
C -1.087 2.854 -0.991
C -1.506 3.880 -0.231
Cl -2.126 3.431 1.383
C -1.533 5.390 -0.377
Cl -3.058 6.085 -0.801
C -0.461 6.201 -0.115
Cl -0.575 7.924 -0.179
C 0.841 5.603 0.150
Cl 1.862 6.117 1.561
Br 2.058 -4.952 4.591
C 1.162 -5.330 2.957
C 0.082 -4.552 2.581
C -0.544 -4.798 1.371
C -0.107 -5.831 0.539
C 0.947 -6.636 0.974
C 1.597 -6.382 2.169
N -0.759 -6.236 -0.650
N -1.425 -5.497 -1.402
C -1.353 -4.104 -1.508
C -2.512 -3.493 -1.958
C -2.685 -2.112 -1.972
C -1.663 -1.275 -1.549
O -1.771 0.013 -1.425
C -0.377 -1.886 -1.235
N 0.627 -1.015 -0.912
C 1.838 -1.493 -0.738
C 2.130 -2.858 -0.870
C 1.122 -3.750 -1.116
C -0.200 -3.280 -1.270
H -0.264 -3.734 3.197
H -1.387 -4.181 1.088
H 1.267 -7.455 0.343
H 2.433 -6.990 2.483
H -3.336 -4.146 -2.219
H -3.630 -1.671 -2.257
H 2.596 -0.770 -0.463
H 3.148 -3.200 -0.745
H 1.340 -4.804 -1.210
C -0.609 2.898 -6.165
C -0.041 2.807 -4.777
C -0.847 2.907 -3.652
C -0.317 2.856 -2.376
C 1.085 2.878 -2.090
C 1.826 2.686 -3.286
C 1.325 2.657 -4.561
S 1.656 1.908 0.273
O 2.830 3.522 -1.051
O 0.724 1.519 1.367
O 2.847 1.043 0.538
H -1.698 2.915 -6.134
H -0.291 2.048 -6.772
H -0.266 3.809 -6.661
H -1.920 3.008 -3.760
H 0.478 2.941 -0.683
H 2.897 2.625 -3.115
H 2.010 2.551 -5.393
C 1.890 -0.331 3.403
N 0.645 0.306 3.795
C 0.536 1.391 4.640
C -0.763 1.737 4.688
N -1.447 0.879 3.850
C -2.884 0.837 3.692
C -0.564 0.041 3.261
Se -0.932 -1.216 1.961
H 2.574 -0.313 4.250
H 2.315 0.188 2.545
H 1.675 -1.359 3.122
H 1.390 1.817 5.134
H -1.263 2.518 5.231
H -3.349 0.577 4.644
H -3.120 0.077 2.951
H -3.261 1.799 3.351
*
```

Löwdin atomic charge list, values in e, 4 entries: Cr 0.642; Cl 0.431; C -0.360; C -0.177

Here is C5H8O2 as an isolated structure from OMol25. Energies are from the ωB97M-V functional and the def2-TZVPD basis.

The calculation puts the strongest force on any atom at 0.586 eV/Å. Its relative energy (zero: lowest compared OMol25 entry of this formula, charge and spin) is 419.7 kJ/mol. Its HOMO-LUMO gap is 9.09 eV.

```
! RIJCOSX wB97M-V def2-TZVPD def2/J DEFGRID3
* xyz 0 1
O 1.619 -1.219 1.500
C -0.109 -0.722 1.327
C 0.090 0.024 0.125
C -0.226 1.518 -0.107
C -0.695 1.118 -1.510
O -1.126 1.737 -2.445
C -0.431 -0.371 -1.270
H 1.695 -2.114 1.129
H -0.585 -1.702 1.320
H -0.194 -0.202 2.278
H 1.419 -0.474 0.560
H -1.034 1.963 0.489
H 0.617 2.218 -0.113
H -1.347 -0.977 -1.319
H 0.306 -0.796 -1.963
*
```

natural (NBO) atomic charge list, values in e, 4 entries: O -0.846; C -0.061; C -0.404; C -0.522

Here is a 2-piece molecular cluster, H4OP2S overall from OMol25. Energies are from the ωB97M-V functional and the def2-TZVPD basis.

The calculation puts the strongest force on any atom at 4.026 eV/Å. Its relative energy (zero: lowest compared OMol25 entry of this formula, charge and spin) is 459.6 kJ/mol. Its HOMO-LUMO gap is 7.97 eV.

```
! RIJCOSX wB97M-V def2-TZVPD def2/J DEFGRID3
* xyz 0 1
O -1.141 2.207 0.361
P 1.207 0.546 1.158
P -1.701 -0.785 0.623
S -0.451 1.051 -0.216
H 2.012 -0.228 0.174
H 2.245 2.202 0.252
H -2.833 -0.363 -0.030
H -1.447 -1.437 -0.766
*
```

natural (NBO) atomic charge list, values in e, 4 entries: O -0.957; P 0.117; P 0.077; S 0.792

Here is C14H20BCl4F6NO24PdS2Y as an isolated structure from OMol25. Energies are from the ωB97M-V functional and the def2-TZVPD basis.

The calculation puts the strongest force on any atom at 4.792 eV/Å. Its HOMO-LUMO gap (spin up / spin down) is 7.17 / 5.65 eV.

```
! RIJCOSX wB97M-V def2-TZVPD def2/J DEFGRID3
* xyz 1 3
Pd 2.735 1.363 -0.189
Y -1.596 3.455 -3.147
Cl 1.632 4.581 -1.282
O 2.244 3.276 -1.486
O 2.134 5.532 -2.204
O 0.174 4.445 -1.491
O 1.848 5.004 0.062
Cl -3.578 0.156 -3.262
O -4.734 0.124 -4.085
O -2.602 -0.819 -3.607
O -2.909 1.487 -3.476
O -3.946 0.109 -1.878
N 0.910 0.396 -0.367
S 0.497 -0.995 -1.162
O 0.825 -0.916 -2.524
O -0.651 -1.661 -0.706
F 1.678 -1.823 -0.524
S -0.514 1.245 -0.264
O -1.419 0.644 0.619
O -0.920 1.892 -1.458
F 0.111 2.413 0.583
B 0.548 1.704 -4.716
F 0.760 1.953 -3.336
F -0.796 2.294 -4.910
F 1.506 2.398 -5.435
F 0.682 0.395 -5.040
C -4.277 4.417 1.865
C -4.899 5.464 0.907
O -4.099 5.266 -0.276
C -3.459 4.121 -0.199
O -2.855 3.599 -1.114
O -3.568 3.554 0.984
H -5.085 3.872 2.344
H -3.664 4.859 2.646
H -4.758 6.502 1.185
H -5.952 5.243 0.755
C 3.613 -3.466 2.167
C 3.234 -2.643 3.408
O 3.485 -1.287 2.977
C 3.668 -1.270 1.660
O 3.712 -0.254 1.005
O 3.718 -2.473 1.135
H 2.913 -4.266 1.964
H 4.623 -3.855 2.290
H 3.898 -2.865 4.236
H 2.175 -2.728 3.638
C 3.689 2.577 4.972
C 3.221 3.996 4.641
O 2.561 3.824 3.380
C 2.924 2.677 2.867
O 2.605 2.327 1.761
O 3.614 1.921 3.714
H 3.036 2.114 5.711
H 4.693 2.609 5.387
H 4.074 4.668 4.562
H 2.558 4.374 5.413
C -0.406 -5.348 0.196
C 0.048 -6.767 -0.119
O 1.454 -6.664 0.225
C 1.833 -5.435 -0.208
O 2.865 -5.154 -0.709
O 0.761 -4.601 -0.161
H -0.636 -5.199 1.251
H -1.223 -5.045 -0.446
H 0.067 -7.034 -1.175
H -0.499 -7.515 0.447
Cl -1.745 -5.674 -2.958
C -2.780 -4.236 -3.225
C -3.302 -3.671 -1.909
Cl -4.132 -4.930 -0.938
H -3.614 -4.565 -3.838
H -2.211 -3.454 -3.719
H -4.036 -2.895 -2.101
H -2.457 -3.339 -1.314
*
```

Löwdin atomic charge list, values in e, 4 entries: Pd 1.284; Y 2.055; Cl 0.703; O -0.399

Here is a 3-piece molecular cluster, C5H16N2O overall from OMol25. Energies are from the ωB97M-V functional and the def2-TZVPD basis.

The calculation puts the strongest force on any atom at 1.023 eV/Å. Its relative energy (zero: lowest compared OMol25 entry of this formula, charge and spin) is 253.1 kJ/mol. Its HOMO-LUMO gap is 8.08 eV.

```
! RIJCOSX wB97M-V def2-TZVPD def2/J DEFGRID3
* xyz 0 1
C -0.269 -2.363 -0.570
C -1.447 -1.527 1.216
N 1.048 -2.146 -0.073
O -0.568 -1.839 -1.664
H -0.525 -0.157 -1.315
H -0.762 -3.290 -0.252
H 1.285 -2.704 0.736
H 1.734 -2.184 -0.818
H -2.424 -1.896 0.895
H -1.630 -0.669 1.884
H -0.995 -2.281 1.865
C 0.585 1.256 -0.169
C 0.359 2.052 1.112
C 1.015 2.134 -1.340
N -0.648 0.500 -0.506
H 1.336 0.485 0.010
H -1.439 1.113 -0.682
H -0.951 -0.333 0.277
H -0.415 2.811 0.969
H 1.277 2.564 1.403
H 0.056 1.397 1.929
H 1.166 1.538 -2.242
H 1.951 2.644 -1.109
H 0.262 2.898 -1.554
*
```

natural (NBO) atomic charge list, values in e, 4 entries: C 0.541; C -1.095; N -0.900; O -0.735

Here is C30H24Cl5N6O2PdSSi as an isolated structure from OMol25. Energies are from the ωB97M-V functional and the def2-TZVPD basis.

The calculation puts the strongest force on any atom at 1.757 eV/Å. Its relative energy (zero: lowest compared OMol25 entry of this formula, charge and spin) is 0.0 kJ/mol. Its HOMO-LUMO gap (spin up / spin down) is 6.51 / 4.54 eV.

```
! RIJCOSX wB97M-V def2-TZVPD def2/J DEFGRID3
* xyz 1 5
Pd -0.729 0.228 -0.821
N 5.176 -3.913 2.711
C 4.419 -2.868 2.377
C 3.505 -2.322 3.319
C 2.727 -1.259 2.971
C 2.838 -0.716 1.677
C 3.743 -1.232 0.738
C 4.526 -2.296 1.079
S 1.587 0.418 1.187
O 1.930 0.963 -0.104
O 1.266 1.342 2.231
N 0.405 -0.645 0.898
C -0.625 -0.937 1.736
N -1.807 -1.042 1.085
C -2.854 -1.424 1.798
C -2.765 -1.694 3.154
C -1.523 -1.501 3.739
N -0.456 -1.134 3.043
H 5.112 -4.324 3.629
H 5.830 -4.308 2.053
H 3.428 -2.766 4.303
H 2.005 -0.829 3.654
H 3.812 -0.774 -0.239
H 5.222 -2.719 0.365
H -3.794 -1.517 1.265
H -3.620 -2.025 3.724
H -1.366 -1.652 4.801
Cl -2.839 -0.276 -2.472
C -1.974 -1.777 -2.534
C -0.820 -1.817 -1.780
C -0.083 -2.986 -1.763
Cl 1.409 -3.071 -0.890
C -0.520 -4.106 -2.478
Cl 0.383 -5.563 -2.426
C -1.686 -4.035 -3.238
Cl -2.212 -5.399 -4.133
C -2.428 -2.853 -3.280
Cl -3.852 -2.731 -4.223
N 3.875 2.738 -6.339
C 3.137 2.280 -5.588
C 2.210 1.716 -4.655
C 0.903 2.195 -4.586
C 0.048 1.630 -3.662
N 0.411 0.638 -2.848
C 1.652 0.160 -2.936
C 2.586 0.672 -3.816
H 0.570 2.986 -5.242
H -0.977 1.970 -3.575
H 1.892 -0.672 -2.289
H 3.587 0.267 -3.861
C 0.026 3.752 -0.528
Si -1.450 2.567 -0.419
C -2.873 3.286 -1.465
C -2.110 2.424 1.355
C -3.359 1.847 1.595
C -3.923 1.884 2.860
C -3.243 2.497 3.905
C -1.990 3.049 3.684
C -1.420 3.005 2.420
H -0.270 4.739 -0.162
H 0.374 3.857 -1.556
H 0.856 3.385 0.075
H -3.134 4.259 -1.041
H -3.770 2.665 -1.447
H -2.588 3.440 -2.507
H -3.909 1.383 0.782
H -4.897 1.445 3.036
H -3.690 2.546 4.890
H -1.455 3.523 4.498
H -0.435 3.428 2.266
*
```

natural (NBO) atomic charge list, values in e, 4 entries: Pd 0.860; N -0.621; C 0.257; C -0.231

Here is a 2-piece molecular cluster, C5H14O overall from OMol25. Energies are from the ωB97M-V functional and the def2-TZVPD basis.

The calculation puts the strongest force on any atom at 1.419 eV/Å. Its relative energy (zero: lowest compared OMol25 entry of this formula, charge and spin) is 81.1 kJ/mol. Its HOMO-LUMO gap is 11.30 eV. As for the SMILES: CCC.CCO.

```
! RIJCOSX wB97M-V def2-TZVPD def2/J DEFGRID3
* xyz 0 1
C -2.632 0.411 2.057
C -2.153 -0.644 1.034
C -1.642 -0.053 -0.288
H -3.684 0.304 2.313
H -2.057 0.341 2.983
H -2.451 1.415 1.671
H -2.974 -1.313 0.768
H -1.419 -1.303 1.498
H -0.634 0.344 -0.221
H -2.303 0.755 -0.607
H -1.641 -0.890 -0.996
C 3.258 0.690 -1.493
C 2.016 -0.152 -1.250
O 1.981 -0.602 0.114
H 3.169 1.682 -1.045
H 3.397 0.789 -2.575
H 4.125 0.198 -1.054
H 1.095 0.427 -1.286
H 1.985 -1.052 -1.872
H 2.566 -1.348 0.249
*
```

natural (NBO) atomic charge list, values in e, 4 entries: C -0.615; C -0.397; C -0.600; H 0.207

Here is one molecule with the formula C4H7N3 from OMol25. Energies are from the ωB97M-V functional and the def2-TZVPD basis.

The calculation puts the strongest force on any atom at 5.396 eV/Å. Its relative energy (zero: lowest compared OMol25 entry of this formula, charge and spin) is 294.9 kJ/mol. Its HOMO-LUMO gap is 9.76 eV. As for the SMILES: [H]/N=N/[C@H](C#N)CC.

```
! RIJCOSX wB97M-V def2-TZVPD def2/J DEFGRID3
* xyz 0 1
H -0.758 0.573 3.553
N -1.086 0.513 2.536
N -0.615 -0.400 1.982
C -1.278 -0.479 0.333
C -2.213 -1.509 0.503
N -2.741 -2.548 0.634
C -0.142 -0.819 -0.454
C 0.727 0.398 -0.824
H -1.651 0.588 0.236
H -0.510 -1.193 -1.447
H 0.350 -1.612 0.036
H 0.790 1.107 0.097
H 0.440 0.844 -1.728
H 1.774 0.170 -0.816
*
```

natural (NBO) atomic charge list, values in e, 4 entries: H 0.327; N -0.326; N -0.059; C -0.216

The calculation returns the following total energy values, one per record and in order: -10564.86798; -345.64509; -1158.35891; -5832.89308; -384.76169; -4752.79728; -274.11118; -320.77099 a.u..